C4H8ClNOS in the gas phase in a non-equilibrium geometry. Source: the OMol25 dataset; level of theory: wB97M-V/def2-TZVPD.

## Properties
DFT total energy = -1145.551340 a.u.
Kohn-Sham gap = 10.01 eV
HOMO level = -0.3473 Eh
relative energy (zero: lowest compared OMol25 entry of this formula, charge and spin) = 1.392 eV
charge = 0
SMILES = CN(C)C(=O)[C@H](S)Cl

```
16
Properties=species:S:1:pos:R:3:forces:R:3:nbo_charge:R:1
C -1.672 -0.957 0.755 -3.46 -1.87 3.86 -0.428
N -0.683 -0.150 0.249 0.96 1.03 -1.90 -0.428
C -1.204 1.041 -0.516 2.15 -1.28 3.51 -0.390
C 0.561 -0.622 0.332 1.87 -0.94 0.03 0.647
O 0.852 -1.656 0.945 0.03 1.15 -0.85 -0.618
C 1.691 0.203 -0.353 0.23 -0.65 1.74 -0.397
S 3.238 -0.743 -0.517 0.37 1.94 -0.70 0.048
Cl 1.800 1.753 0.567 0.34 0.02 0.21 -0.060
H -2.372 -0.278 1.387 0.56 -1.18 -1.24 0.189
H -2.250 -1.558 0.008 0.35 0.71 0.37 0.198
H -1.321 -1.712 1.548 -0.09 1.24 -1.47 0.259
H -0.657 1.171 -1.389 0.75 0.59 -1.55 0.206
H -2.197 0.816 -0.630 -2.34 -0.28 -0.93 0.209
H -1.123 1.817 0.233 0.05 0.88 -0.51 0.218
H 1.519 0.534 -1.318 -1.00 0.43 -1.76 0.215
H 3.818 0.339 -1.301 -0.77 -1.79 1.19 0.132
```
Positions in Å, forces in eV/Å.

***

2 unconnected molecules or ions with the total composition C4H8ClNSi in a non-equilibrium geometry. Source: the OMol25 dataset; level of theory: wB97M-V/def2-TZVPD.

## Properties
DFT total energy = -961.575793 a.u.
Kohn-Sham gap = 8.67 eV
HOMO level = -0.3084 Eh
relative energy (zero: lowest compared OMol25 entry of this formula, charge and spin) = 2.015 eV
charge = 0
SMILES = C=[Si](C)Cl.C=C=N

```
15
Properties=species:S:1:pos:R:3:forces:R:3:nbo_charge:R:1
C -0.878 -1.319 1.540 1.07 -0.03 -4.71 -1.139
Si -1.005 -0.982 -0.196 0.72 0.14 1.39 1.383
C 0.450 -1.403 -1.385 -1.29 -0.58 2.91 -1.073
Cl -2.635 -0.013 -1.069 0.68 -0.33 0.41 -0.366
H -1.519 -0.929 2.215 -2.17 1.01 2.03 0.215
H -0.085 -1.920 1.907 0.69 -0.41 0.15 0.230
H 0.118 -1.658 -2.351 -0.02 -0.03 -1.28 0.247
H 1.346 -0.814 -1.250 -0.11 0.43 -0.37 0.263
H 0.629 -2.332 -0.816 0.44 -0.17 -0.52 0.243
C -0.204 2.579 2.014 -0.65 0.27 0.14 -0.669
C 0.164 3.279 0.974 0.90 1.16 -1.37 0.440
N 0.731 3.935 0.092 -0.04 -1.09 1.52 -0.659
H -0.089 1.520 1.953 0.35 -0.61 0.05 0.254
H -0.796 2.950 2.847 0.12 0.22 -0.40 0.246
H 0.412 4.032 -0.858 -0.69 0.04 0.05 0.387
```
Positions in Å, forces in eV/Å.

***

A gas-phase ion, C4H8ClO3S (charge -1) in a non-equilibrium geometry. Source: the OMol25 dataset; level of theory: wB97M-V/def2-TZVPD.

## Properties
DFT total energy = -1241.356445 a.u.
Kohn-Sham gap = 8.45 eV
HOMO level = -0.1897 Eh
charge = -1
SMILES = CC(C)(Cl)CS(=O)(=O)[O-]

```
17
Properties=species:S:1:pos:R:3:forces:R:3:nbo_charge:R:1
C 0.868 0.015 1.013 1.57 0.39 -1.29 -0.702
C 0.112 -0.539 -0.167 -0.79 3.10 -3.67 0.041
C -1.359 -0.872 -0.054 -0.55 0.19 -0.59 -0.670
Cl 0.893 -2.005 -0.847 0.63 -0.18 -0.10 -0.118
C 0.053 0.714 -1.413 -0.08 -1.30 2.47 -0.708
S -0.212 2.392 -0.860 2.66 0.85 -1.06 2.424
O 1.033 2.778 -0.193 -0.14 0.05 0.34 -1.054
O -0.409 3.088 -2.121 -0.02 0.03 -0.40 -1.038
O -1.376 2.397 -0.046 -1.92 -0.29 1.73 -1.042
H 1.809 0.590 0.618 -0.94 -1.98 0.76 0.261
H 0.989 -0.774 1.786 0.22 0.92 -0.25 0.205
H 0.417 0.946 1.280 -1.15 0.18 1.05 0.271
H -1.767 -1.340 -1.050 0.98 0.33 2.16 0.216
H -1.866 0.126 -0.045 0.07 -0.91 0.87 0.264
H -1.429 -1.489 0.873 -0.91 0.26 -0.80 0.199
H 0.968 0.774 -1.968 0.26 -0.33 -0.54 0.229
H -0.874 0.722 -1.973 0.11 -1.33 -0.68 0.223
```
Positions in Å, forces in eV/Å.

***

C4H8ClOP in the gas phase in a non-equilibrium geometry. Source: the OMol25 dataset; level of theory: wB97M-V/def2-TZVPD.

## Properties
DFT total energy = -1033.998513 a.u.
Kohn-Sham gap = 9.28 eV
HOMO level = -0.3141 Eh
relative energy (zero: lowest compared OMol25 entry of this formula, charge and spin) = 0.990 eV
charge = 0
SMILES = OP1CCC[C@H]1Cl

```
15
Properties=species:S:1:pos:R:3:forces:R:3:nbo_charge:R:1
O 1.768 -0.073 -1.774 0.04 0.52 -0.20 -0.998
P 1.063 -1.357 -1.034 -0.20 0.73 2.64 1.019
C -0.647 -0.640 -1.004 0.44 -0.07 0.00 -0.743
C -0.693 0.473 0.043 -0.03 -0.05 0.06 -0.397
C -0.127 -0.080 1.348 0.02 0.16 -0.05 -0.452
C 1.254 -0.621 1.066 -0.34 -0.78 -2.70 -0.410
Cl 1.772 -1.882 2.168 0.15 -0.24 0.28 -0.050
H 2.685 -0.218 -2.017 0.08 -0.17 -0.03 0.500
H -1.346 -1.438 -0.743 0.01 -0.04 -0.04 0.226
H -0.894 -0.269 -2.000 -0.02 -0.11 -0.05 0.243
H -1.715 0.831 0.182 0.01 0.09 0.01 0.214
H -0.079 1.310 -0.295 -0.07 0.06 -0.02 0.209
H -0.090 0.700 2.113 -0.04 -0.05 0.07 0.219
H -0.767 -0.886 1.713 0.03 0.01 0.04 0.210
H 2.028 0.144 1.009 -0.07 -0.07 -0.02 0.209
```
Positions in Å, forces in eV/Å.

***

A molecular structure, C4H8CsO3 in a non-equilibrium geometry. Source: the OMol25 dataset; level of theory: wB97M-V/def2-TZVPD.

## Properties
DFT total energy = -402.656982 a.u.
Kohn-Sham gap = 9.38 eV
HOMO level = -0.4752 Eh
charge = +1

```
16
Properties=species:S:1:pos:R:3:forces:R:3:nbo_charge:R:1
C 0.995 -2.216 -1.528 0.05 -0.11 -0.10 -0.635
C 0.912 -0.855 -0.880 0.10 0.30 0.11 -0.093
O 0.487 -1.084 0.485 -0.26 -0.14 -0.04 -0.281
H 1.346 -2.088 -2.560 -0.07 -0.11 0.24 0.244
H 1.697 -2.866 -0.992 -0.16 0.16 -0.17 0.230
H 0.011 -2.704 -1.564 0.23 0.12 0.00 0.202
H 0.179 -0.210 -1.385 0.14 -0.13 0.16 0.180
H 1.885 -0.348 -0.840 -0.21 -0.13 -0.08 0.201
Cs -2.617 -2.026 1.698 0.27 0.19 -0.06 0.993
O 0.442 0.111 1.188 -0.10 0.13 -0.11 -0.011
O -0.896 0.668 0.961 -0.82 -1.26 -0.36 -0.354
C -0.740 1.979 0.586 1.57 0.60 1.44 0.062
C -1.049 2.898 1.503 -0.76 0.50 -1.27 -0.367
H -0.842 3.942 1.272 -0.21 -0.19 0.11 0.224
H -0.080 2.121 -0.271 -0.42 0.16 0.07 0.194
H -1.729 2.675 2.327 0.66 -0.08 0.07 0.213
```
Positions in Å, forces in eV/Å.

***

A molecular structure, C4H8CuO in a non-equilibrium geometry. Source: the OMol25 dataset; level of theory: wB97M-V/def2-TZVPD.

## Properties
DFT total energy = -1872.443146 a.u.
Kohn-Sham gap = 6.08 eV
HOMO level = -0.4488 Eh
relative energy (zero: lowest compared OMol25 entry of this formula, charge and spin) = 3.543 eV
charge = +1

```
14
Properties=species:S:1:pos:R:3:forces:R:3:nbo_charge:R:1
C -1.905 -0.278 -0.031 -0.39 2.30 1.48 -0.430
C -1.209 0.899 0.225 -1.11 -1.30 -2.51 -0.158
C 0.188 0.933 0.606 1.98 -1.88 0.31 -0.475
C 1.353 -0.071 -0.446 -1.48 3.16 0.88 0.449
O 2.410 -0.511 -0.033 0.44 -1.11 0.86 -0.728
Cu 3.737 -1.673 1.363 -0.84 0.71 -0.77 0.971
H -1.931 -1.017 0.776 0.57 -0.58 -0.88 0.232
H -2.732 -0.231 -0.746 -0.12 -0.05 0.71 0.234
H -1.604 1.820 -0.216 0.30 -0.38 -0.33 0.214
H 0.373 0.517 1.604 0.25 0.13 -0.16 0.221
H 0.639 1.930 0.472 -0.04 -0.49 0.20 0.243
H 1.328 0.353 -1.468 0.01 -0.47 -0.05 0.148
H 0.151 -1.304 -1.130 -2.89 -0.54 0.58 -0.046
H -0.798 -1.367 -0.978 3.33 0.53 -0.33 0.126
```
Positions in Å, forces in eV/Å.

***

What is the DFT total energy in the fourth record?
-1033.998513 a.u.

***

What is the HOMO level in the first record?
-0.3473 Eh

***

Which value of HOMO level does entry 3 give?
-0.1897 Eh